No. 1
Molecular formula: C23H26FN3O2
Method: DFT, ωB97M-V with the def2-TZVPD basis set

Each line ends with the Mulliken charge.
Element x y z (Å)
O  -1.7031  -0.0936  -4.0464  -0.663
C  -1.0809  -0.9999  -3.5251  0.604
C  -0.1883  -1.8801  -4.3591  -0.008
C  -0.7342  -2.8337  -5.2091  -0.231
C  0.0770  -3.5733  -6.0521  -0.755
C  1.4454  -3.3595  -6.0697  -0.337
C  2.0098  -2.4046  -5.2419  -0.701
C  1.1852  -1.6796  -4.4031  0.811
F  1.7426  -0.7547  -3.5877  -0.336
N  -1.1628  -1.2978  -2.2135  0.214
C  -0.4015  -2.3150  -1.5295  -1.009
C  0.5883  -1.6618  -0.5621  -0.646
C  -0.1615  -0.7556  0.4100  -0.104
C  -0.9860  0.2842  -0.3636  1.203
C  -1.8161  1.0803  0.6334  0.066
O  -2.8872  0.6613  1.0334  -0.710
N  -1.3164  2.2610  1.0677  0.126
C  -0.0077  2.8153  0.7891  -0.249
C  0.5300  3.4655  2.0839  -1.389
N  0.0946  2.7363  3.2473  0.118
C  0.7756  1.6108  3.6832  0.894
C  0.3982  0.9938  4.8825  -0.271
C  1.0698  -0.1140  5.3570  -0.705
C  2.1500  -0.6366  4.6657  -0.563
C  2.5553  -0.0185  3.4971  -0.644
C  1.8827  1.0863  3.0085  -0.380
C  -1.3432  2.8332  3.4361  -0.907
C  -2.0481  3.0002  2.0758  -1.099
C  -1.9266  -0.4457  -1.3305  -1.936
H  -1.8025  -2.9870  -5.2021  0.455
H  -0.3614  -4.3148  -6.7022  0.404
H  2.0766  -3.9326  -6.7314  0.385
H  3.0713  -2.2129  -5.2400  0.452
H  0.1188  -2.9421  -2.2553  0.513
H  -1.1001  -2.9446  -0.9649  0.446
H  1.1294  -2.4345  -0.0148  0.446
H  1.3106  -1.0736  -1.1306  0.313
H  0.5417  -0.2672  1.0883  -0.364
H  -0.8444  -1.3528  1.0193  0.403
H  -0.3313  0.9289  -0.9535  0.447
H  -0.0738  3.5651  -0.0105  0.254
H  0.6712  2.0260  0.4719  0.348
H  1.6179  3.5237  2.0611  0.468
H  0.1490  4.4870  2.1791  0.412
H  -0.4163  1.3993  5.4625  0.474
H  0.7507  -0.5683  6.2838  0.378
H  2.6729  -1.5041  5.0377  0.405
H  3.4023  -0.4033  2.9470  0.391
H  2.2379  1.5327  2.0926  0.212
H  -1.7060  1.9188  3.9055  0.554
H  -1.5833  3.6844  4.0861  0.258
H  -2.0972  4.0507  1.7755  0.400
H  -3.0590  2.5947  2.1216  0.411
H  -2.4761  0.2690  -1.9457  0.552
H  -2.6398  -1.0463  -0.7580  0.192

The largest force on an atom is 0.011 Eh/bohr. The SMILES is O=C(c1ccccc1F)N1CCC[C@H](C(=O)N2CCN(c3ccccc3)CC2)C1. The calculation puts the energy above the lowest of the compared OMol25 structures with the same formula, charge and spin at 4.06 kcal/mol. The HOMO-LUMO gap is 8.5 eV. The total charge is 0.


No. 2
Molecular formula: C23H26GaN3O6
Method: DFT, ωB97M-V with the def2-TZVPD basis set

Each line ends with the Mulliken charge.
Element x y z (Å)
Ga  9.1471  9.0567  9.0733  0.244
O  12.5944  10.7075  7.7183  -0.517
C  11.4063  10.5526  8.2177  0.156
O  11.1135  9.8117  9.1724  -0.359
C  10.2699  11.1918  7.4323  0.775
C  10.4111  11.9510  6.3064  -0.666
C  9.2421  12.2489  5.6479  -0.563
C  7.9922  11.7867  6.0815  -0.904
C  7.9528  10.9812  7.2168  1.104
N  9.0949  10.6657  7.8106  0.033
C  6.8243  10.1811  7.7759  0.578
O  5.5924  10.3569  7.4216  -0.429
O  7.1332  9.4074  8.6597  -0.458
H  13.2980  10.0789  8.0655  0.473
H  11.3437  12.4053  5.9690  0.542
H  9.3030  12.9046  4.7890  0.472
H  7.1365  12.0587  5.4622  0.287
H  5.4560  11.0444  6.7349  0.329
C  15.3847  8.1429  9.5075  -1.728
C  14.0374  7.7638  9.0334  1.234
C  13.1041  7.2764  9.9233  -1.051
C  11.8146  6.9756  9.5317  1.536
C  10.8973  6.2598  10.4717  -1.702
C  11.4872  7.1637  8.1824  0.940
C  12.3978  7.6892  7.2583  1.448
C  11.9506  7.9217  5.8591  -1.920
C  13.6623  7.9948  7.6935  -1.647
C  10.0989  6.7627  7.7321  -0.252
O  9.8469  5.7720  7.0907  -0.543
O  9.0529  7.5878  8.0531  -0.490
H  15.8777  7.2845  9.9685  0.476
H  15.4131  8.9083  10.2883  0.313
H  16.0516  8.4122  8.7029  0.390
H  13.3572  7.1627  10.9922  0.440
H  11.0598  6.5246  11.5149  0.180
H  11.0290  5.2009  10.3714  0.484
H  9.8179  6.3926  10.2377  0.307
H  11.7792  6.9931  5.3025  0.403
H  12.6802  8.4407  5.2333  0.358
H  11.0162  8.4638  5.7504  0.286
H  14.3693  8.3427  6.9697  0.459
N  8.9747  9.1981  10.9867  -0.338
C  9.0192  9.0507  12.1486  1.008
N  9.0613  8.8838  13.4071  -0.035
C  9.4365  9.9980  14.3318  -0.726
C  10.8798  9.8250  14.7815  -0.547
C  11.3546  8.3756  14.7992  -0.290
C  10.1572  7.4458  15.0758  -0.787
C  9.1213  7.4663  13.9746  -0.477
H  8.7225  9.8764  15.1508  0.343
H  9.3196  10.9642  13.8886  0.427
H  10.9364  10.1893  15.8380  0.329
H  11.5444  10.4875  14.2310  0.343
H  12.0739  8.1926  15.6230  0.388
H  11.8431  8.0542  13.8586  -0.027
H  9.7485  7.6753  16.0226  0.424
H  10.4691  6.4013  15.2701  0.416
H  8.1105  7.2287  14.3039  0.284
H  9.4520  6.8451  13.1526  0.243

The largest force on an atom is 0.034 Eh/bohr. The calculation puts the energy above the lowest of the compared OMol25 structures with the same formula, charge and spin at 14.86 kcal/mol. The HOMO-LUMO gap is 6.5 eV. The total charge is +2.


No. 3
Molecular formula: C23H26N2O2
Method: DFT, ωB97M-V with the def2-TZVPD basis set

Each line ends with the Mulliken charge.
Element x y z (Å)
C  -5.9765  -0.5865  2.0920  -1.033
O  -4.8742  -0.7423  1.2364  -0.389
C  -4.5229  0.3024  0.4137  0.531
C  -5.1467  1.5365  0.4547  -0.433
C  -4.8005  2.5451  -0.4335  -0.735
C  -3.8220  2.3104  -1.3746  -1.111
C  -3.1739  1.0873  -1.4091  -0.292
C  -3.4851  0.0585  -0.5209  1.018
N  -2.8917  -1.1973  -0.5887  0.135
C  -2.3326  -1.7971  0.6052  -1.212
C  -0.8750  -1.3559  0.7946  -0.283
N  -0.1177  -1.7673  -0.3661  0.206
C  1.3116  -1.8933  -0.2290  -2.094
C  2.1890  -0.6625  -0.0724  1.270
C  1.6954  0.6113  -0.0128  -0.346
C  2.5222  1.7370  0.1245  -1.560
C  3.8813  1.5936  0.2075  1.124
O  4.7712  2.6195  0.3390  -0.494
C  4.2717  3.9317  0.3906  -0.941
C  4.4490  0.2864  0.1583  1.029
C  5.8431  0.1094  0.2491  -0.895
C  6.3976  -1.1391  0.2064  -0.551
C  5.5705  -2.2601  0.0708  -0.802
C  4.2131  -2.1156  -0.0206  -0.925
C  3.6013  -0.8433  0.0185  0.601
C  -0.6193  -1.1850  -1.5906  -0.077
C  -2.0997  -1.5706  -1.7389  -1.498
H  -6.8881  -0.3416  1.5372  0.380
H  -5.7971  0.1813  2.8531  0.390
H  -6.1031  -1.5513  2.5820  0.253
H  -5.9297  1.7254  1.1720  0.387
H  -5.3065  3.4971  -0.3850  0.383
H  -3.5466  3.0787  -2.0818  0.377
H  -2.4045  0.9408  -2.1501  0.294
H  -2.9240  -1.5231  1.4742  0.503
H  -2.3634  -2.8839  0.4802  0.327
H  -0.4520  -1.8413  1.6767  0.504
H  -0.8638  -0.2654  0.9642  0.135
H  1.4815  -2.5409  0.6404  0.546
H  1.6558  -2.4386  -1.1169  0.545
H  0.6357  0.7965  -0.0692  0.156
H  2.0543  2.7082  0.1616  0.462
H  3.7338  4.1939  -0.5264  0.344
H  5.1437  4.5761  0.4925  0.257
H  3.6119  4.0778  1.2522  0.348
H  6.4604  0.9878  0.3543  0.429
H  7.4676  -1.2669  0.2773  0.399
H  6.0112  -3.2462  0.0389  0.393
H  3.6007  -2.9974  -0.1225  0.333
H  -0.0495  -1.5939  -2.4289  0.464
H  -0.5212  -0.0881  -1.6173  0.153
H  -2.5269  -1.1364  -2.6432  0.588
H  -2.1594  -2.6617  -1.8197  0.405

The largest force on an atom is 0.012 Eh/bohr. The SMILES is COc1ccccc1N1CCN(Cc2ccc(OC)c3ccccc23)CC1. The calculation puts the energy above the lowest of the compared OMol25 structures with the same formula, charge and spin at 77.41 kcal/mol. The HOMO-LUMO gap is 8.1 eV. The total charge is 0.


No. 4
Molecular formula: C23H26N2O5
Method: DFT, ωB97M-V with the def2-TZVPD basis set

Each line ends with the Mulliken charge.
Element x y z (Å)
C  2.0821  2.7583  -4.2125  -0.743
O  1.0865  1.7895  -4.4108  -0.283
C  1.6087  0.4890  -4.5583  -0.518
C  0.4488  -0.4927  -4.6987  -0.710
O  -0.3398  -0.5330  -3.5206  -0.340
C  0.1703  -1.2256  -2.4798  0.238
O  1.1895  -1.8774  -2.5758  -0.665
C  -0.6256  -1.1806  -1.2578  0.306
C  -1.5921  -0.2906  -0.9147  0.452
C  -1.9447  0.9226  -1.7122  -1.936
N  -2.2977  -0.4674  0.2573  0.284
C  -3.1825  0.5575  0.7860  -1.498
C  -2.4114  1.6958  1.4037  0.683
C  -2.7383  3.0174  1.1298  -0.325
C  -2.0216  4.0516  1.7069  -0.588
C  -0.9674  3.7744  2.5600  -0.531
C  -0.6406  2.4585  2.8428  -0.643
C  -1.3600  1.4253  2.2715  -0.346
C  -2.2911  -1.6822  0.9513  0.395
O  -3.0860  -1.9115  1.8400  -0.685
N  -1.3953  -2.5917  0.5168  -0.078
C  -0.2182  -2.2324  -0.2539  0.018
C  0.8959  -1.7711  0.6721  0.245
C  1.6344  -2.7258  1.3660  -0.662
C  2.6097  -2.3524  2.2632  -0.815
C  2.8780  -1.0016  2.4932  0.827
O  3.8585  -0.7359  3.3999  -0.477
C  4.1791  0.6065  3.6694  -0.776
C  2.1494  -0.0435  1.7996  -0.782
C  1.1689  -0.4333  0.9017  -0.130
H  1.5709  3.7136  -4.1137  0.237
H  2.7727  2.7986  -5.0641  0.305
H  2.6600  2.5553  -3.3021  0.302
H  2.2448  0.4281  -5.4549  0.443
H  2.2154  0.2156  -3.6827  0.409
H  0.8454  -1.4902  -4.9135  0.431
H  -0.2290  -0.1630  -5.4868  0.341
H  -2.9521  0.8295  -2.1166  0.371
H  -1.2579  1.0527  -2.5392  0.241
H  -1.9061  1.8066  -1.0783  0.335
H  -3.8658  0.9179  0.0139  0.349
H  -3.7741  0.0585  1.5625  0.471
H  -3.5620  3.2399  0.4655  0.395
H  -2.2857  5.0756  1.4872  0.380
H  -0.4062  4.5816  3.0068  0.395
H  0.1731  2.2346  3.5168  0.481
H  -1.1092  0.4002  2.5020  0.486
H  -1.3530  -3.4373  1.0659  0.348
H  0.1262  -3.1263  -0.7864  0.767
H  1.4447  -3.7756  1.1944  0.431
H  3.1857  -3.0882  2.8016  0.431
H  3.3245  1.1483  4.0878  0.294
H  4.5334  1.1242  2.7722  0.316
H  4.9799  0.5762  4.4066  0.246
H  2.3304  1.0101  1.9441  0.443
H  0.6209  0.3312  0.3714  0.437

The largest force on an atom is 0.016 Eh/bohr. The SMILES is COCCOC(=O)C1=C(C)N(Cc2ccccc2)C(=O)N[C@@H]1c1ccc(OC)cc1. The calculation puts the energy above the lowest of the compared OMol25 structures with the same formula, charge and spin at 52.84 kcal/mol. The HOMO-LUMO gap is 9.0 eV. The total charge is 0.